No. 1
Here is a 2-piece molecular cluster, C5H14S overall from the Open Molecules 2025 dataset. Energies are from wB97M-V/def2-TZVPD.

The geometry in XYZ format:
```
20
Properties=species:S:1:pos:R:3:forces:R:3:lowdin_charge:R:1
C 2.25493 0.17036 -0.26259 -0.1818 -0.2345 0.0004 -0.17
C 0.73674 0.01072 -0.33474 0.2833 0.0225 0.3146 -0.59
S 0.21000 -1.45476 -1.25098 -0.1333 0.0585 -0.0449 0.78
C 0.66591 -2.72256 -0.05059 -0.1485 0.1522 0.0444 -0.42
H 2.69339 0.08544 -1.25740 0.0344 0.1140 0.0466 0.07
H 2.68122 -0.61712 0.36258 0.0505 0.0345 -0.0691 0.06
H 2.53051 1.12388 0.18606 0.0109 0.0843 -0.0309 0.07
H 0.32872 -0.06328 0.67485 -0.0811 0.0108 0.0067 0.05
H 0.26584 0.88291 -0.78665 -0.0149 -0.0869 -0.2127 0.06
H 0.17641 -2.52763 0.90609 0.0666 -0.0057 -0.0404 0.04
H 0.29692 -3.67146 -0.43211 0.0804 -0.0446 -0.0352 0.03
H 1.74335 -2.76972 0.08265 0.0279 -0.1009 0.0209 0.03
C -1.59714 2.12762 1.83922 -0.3060 0.1541 -0.0701 -0.18
C -2.38829 2.98872 0.85416 0.0106 -0.2876 0.0627 -0.17
H -1.82542 2.42050 2.86296 0.1194 0.0359 0.0824 0.06
H -1.86567 1.07554 1.74468 0.0680 -0.0421 -0.0624 0.06
H -0.52740 2.23576 1.67274 0.0856 -0.0628 0.0634 0.05
H -3.45986 2.91874 1.04985 0.0377 0.0740 0.0036 0.06
H -2.08948 4.03263 0.91947 -0.0379 0.0829 -0.0060 0.06
H -2.22733 2.65231 -0.16930 0.0282 0.0414 -0.0741 0.06
```
Forces are in eV/Å.

Properties
* relative energy (zero: lowest compared OMol25 entry of this formula, charge and spin): 2.2 kcal per mole
* total charge: 0
* strongest force on any atom: 0.42 eV/A
* structure (SMILES): CCSC.CC


No. 2
Here is C53H45CsN4S5Sb2 as an isolated structure from the Open Molecules 2025 dataset. Energies are from wB97M-V/def2-TZVPD.

The geometry in XYZ format:
```
110
Properties=species:S:1:pos:R:3:forces:R:3:lowdin_charge:R:1
Cs -1.29939 -0.21752 -0.00235 0.2387 0.0373 0.2589 0.61
C -1.88728 5.86128 0.16035 -0.0053 0.0027 0.0173 -0.08
C -1.92542 5.88988 1.55759 -0.0040 0.0159 -0.0293 -0.10
C -1.44001 4.82752 2.29103 0.0214 -0.0483 0.0340 -0.04
C -0.90630 3.72810 1.61296 0.0049 0.0538 0.0321 -0.25
C -0.88091 3.69290 0.22976 0.1085 -0.0234 -0.0062 -0.05
C -1.37229 4.76458 -0.50511 -0.0237 -0.0076 0.0278 -0.08
N -0.38510 2.56941 2.25575 -0.0014 0.0133 0.0734 0.08
N -0.17700 2.68367 3.47086 0.0080 0.0339 -0.1585 0.09
C 0.32435 1.48516 4.06625 -0.0006 -0.0560 0.0766 -0.33
C 1.28339 1.64104 5.06096 -0.0250 0.0340 0.0000 -0.03
C 1.78393 0.50485 5.66407 -0.0340 -0.0408 0.0114 -0.08
C 1.27633 -0.73119 5.28766 -0.0036 0.0537 0.0197 -0.07
C 0.29446 -0.76961 4.30886 0.0063 -0.0502 0.0392 -0.17
N -0.17010 0.31580 3.69229 -0.0213 0.0223 -0.0180 0.14
H -2.29073 6.69322 -0.40332 -0.0028 0.0009 -0.0052 0.10
H -2.35439 6.74470 2.06689 0.0027 -0.0058 -0.0024 0.09
H -1.47409 4.82029 3.37190 -0.0036 0.0101 -0.0060 0.10
H -0.47607 2.82310 -0.26730 -0.0544 -0.0247 -0.1411 0.07
H -1.38582 4.70134 -1.58420 -0.0016 0.0036 0.0008 0.11
H 1.62645 2.63393 5.31648 -0.0004 0.0008 -0.0010 0.11
H 2.55704 0.57942 6.41878 0.0013 -0.0046 0.0001 0.11
H 1.63087 -1.64700 5.73977 -0.0026 -0.0065 0.0067 0.09
H -0.15355 -1.71093 4.00550 0.0155 0.0075 0.0058 0.09
C 2.76898 -3.74647 -1.13441 -0.0312 0.0007 0.0466 -0.41
C 4.09128 -3.20581 -0.57899 -0.0340 0.0073 0.0072 -0.37
C 3.97487 -1.91114 0.22604 -0.0119 -0.0271 -0.0624 -0.41
Sb 2.44122 -1.83800 1.74765 0.0669 0.0187 -0.0289 1.47
C 3.49914 -3.01436 3.21450 -0.0197 0.0079 -0.0234 -0.38
C 2.74252 -3.74731 4.12808 0.0338 -0.0116 -0.0076 -0.16
C 3.35142 -4.54345 5.09015 -0.0075 -0.0008 -0.0015 -0.10
C 4.73516 -4.62392 5.14694 0.0038 0.0023 -0.0010 -0.11
C 5.50314 -3.91187 4.23567 -0.0007 -0.0052 0.0033 -0.10
C 4.88747 -3.11740 3.27708 0.0005 0.0104 0.0050 -0.14
C 3.13808 0.10492 2.35730 -0.0116 -0.0382 -0.0187 -0.38
C 2.58133 1.19986 1.69908 0.0076 -0.0059 -0.0053 -0.14
C 3.00646 2.49306 1.97503 0.0152 0.0039 0.0035 -0.09
C 3.99523 2.70724 2.92373 0.0067 -0.0191 -0.0077 -0.10
C 4.55261 1.62521 3.59280 0.0042 0.0059 -0.0152 -0.11
C 4.12636 0.33388 3.31116 0.0150 0.0066 -0.0008 -0.13
Sb 1.47186 -2.20313 -2.00929 0.1457 0.0954 -0.0152 1.37
C 0.74643 -3.41103 -3.62261 -0.0796 0.0727 0.0317 -0.39
C 0.60110 -4.79159 -3.53016 0.0181 0.0055 0.0207 -0.14
C 0.05386 -5.51727 -4.58200 -0.0057 -0.0103 -0.0098 -0.11
C -0.35702 -4.86497 -5.73519 0.0048 -0.0024 0.0117 -0.11
C -0.22971 -3.48486 -5.82964 0.0000 -0.0136 0.0108 -0.09
C 0.31109 -2.75982 -4.77737 0.0034 0.0001 -0.0037 -0.13
C 3.10782 -1.35133 -3.12010 -0.0446 -0.0442 -0.0304 -0.38
C 3.90335 -2.14844 -3.94004 -0.0093 -0.0074 -0.0084 -0.13
C 4.99308 -1.61333 -4.61381 0.0026 0.0010 0.0030 -0.10
C 5.29960 -0.26604 -4.47366 0.0049 -0.0016 -0.0019 -0.11
C 4.50814 0.53938 -3.66792 -0.0068 -0.0007 0.0058 -0.09
C 3.41711 0.00026 -2.99702 0.0150 -0.0045 -0.0380 -0.16
H 2.18141 -4.20072 -0.32829 -0.0078 -0.0252 -0.0157 0.03
H 2.96308 -4.52981 -1.87047 -0.0031 0.0089 -0.0075 0.04
H 4.77294 -3.01997 -1.41501 0.0055 -0.0026 0.0077 0.09
H 4.56649 -3.97459 0.04275 0.0015 0.0034 0.0051 0.09
H 3.72925 -1.07343 -0.43493 0.0109 -0.0128 0.0322 0.03
H 4.92498 -1.64863 0.69706 -0.0068 -0.0026 0.0037 0.05
H 1.65972 -3.70487 4.08339 -0.0306 -0.0086 0.0027 0.09
H 2.74381 -5.10568 5.78854 -0.0055 -0.0031 0.0050 0.10
H 5.21398 -5.24639 5.89276 0.0034 -0.0023 0.0062 0.09
H 6.58410 -3.97794 4.26851 0.0065 -0.0005 -0.0010 0.10
H 5.50386 -2.57292 2.57111 0.0017 0.0055 -0.0037 0.09
H 1.79034 1.05738 0.96913 0.0026 0.0012 -0.0121 0.08
H 2.55242 3.32800 1.45585 -0.0065 0.0081 -0.0063 0.10
H 4.32718 3.71403 3.14552 -0.0005 0.0129 0.0004 0.10
H 5.32033 1.78743 4.34063 0.0089 0.0005 0.0083 0.09
H 4.56278 -0.49716 3.85382 0.0025 -0.0156 -0.0076 0.09
H 0.89964 -5.31537 -2.62860 0.0137 -0.0045 0.0021 0.09
H -0.06269 -6.59094 -4.49355 -0.0009 -0.0061 0.0048 0.09
H -0.79025 -5.42872 -6.55254 -0.0073 -0.0033 -0.0055 0.09
H -0.56986 -2.96544 -6.71687 -0.0030 0.0086 -0.0064 0.10
H 0.37128 -1.67731 -4.83614 0.0006 0.0035 -0.0018 0.06
H 3.66243 -3.19973 -4.06599 0.0011 0.0044 0.0003 0.10
H 5.59867 -2.24533 -5.25302 0.0004 -0.0059 -0.0034 0.09
H 6.14571 0.15665 -5.00261 0.0009 0.0023 -0.0009 0.09
H 4.72568 1.59617 -3.57239 0.0049 0.0045 -0.0021 0.10
H 2.78139 0.64936 -2.40649 -0.0234 0.0082 0.0126 0.06
S -3.09221 3.00213 -7.44718 0.0055 0.0114 -0.0170 0.34
C -2.63788 2.44546 -5.93127 -0.0632 -0.1007 0.0115 -1.57
S -1.18747 1.60487 -5.60341 0.0314 0.0622 0.0447 0.84
C -1.36011 1.37059 -3.87037 -0.0404 -0.0086 -0.0522 -1.19
C -2.51590 1.85470 -3.33740 0.0315 -0.0042 -0.0104 -1.21
S -3.08745 1.85749 -1.69810 -0.2608 0.2747 -0.2693 0.27
S -3.58040 2.61952 -4.51448 0.0596 0.0465 0.0174 0.84
S -0.01792 0.57795 -3.08461 0.0974 0.0873 0.0410 0.29
C -4.25882 -3.44568 4.83486 -0.0030 -0.0021 0.0094 -0.16
C -4.67280 -4.16164 3.71366 0.0038 0.0063 0.0126 -0.14
C -4.17077 -3.89404 2.45332 0.0244 -0.0035 0.0025 -0.06
C -3.19331 -2.88392 2.23962 -0.0364 -0.0141 0.0043 -0.34
C -2.81175 -2.15121 3.39445 0.0079 0.0190 -0.0205 -0.07
C -3.32326 -2.42968 4.64640 -0.0003 -0.0030 -0.0055 -0.14
N -2.57411 -2.62591 1.06610 -0.1504 -0.2332 0.0770 -0.08
C -3.19593 -2.88178 -0.13166 -0.0312 -0.1004 0.0470 -0.42
C -4.56525 -2.63312 -0.38000 -0.0020 -0.0257 -0.0146 -0.05
C -5.10050 -2.74977 -1.64913 -0.0088 -0.0180 -0.0081 -0.11
C -4.31354 -3.12270 -2.73542 0.0055 -0.0035 0.0107 -0.12
C -2.96640 -3.37385 -2.51773 0.0247 0.0157 -0.0144 -0.10
C -2.42328 -3.26228 -1.24680 0.0160 -0.0244 -0.0418 -0.09
H -4.66102 -3.66028 5.81735 -0.0060 -0.0069 -0.0011 0.07
H -5.40534 -4.95532 3.82755 -0.0053 -0.0069 -0.0026 0.08
H -4.50559 -4.47958 1.60581 -0.0055 -0.0027 0.0037 0.10
H -2.12188 -1.32636 3.25453 -0.0145 -0.0223 0.0035 0.06
H -2.99915 -1.83184 5.49337 0.0059 0.0117 0.0049 0.09
H -5.19068 -2.30385 0.44135 -0.0003 -0.0034 -0.0018 0.11
H -6.14808 -2.51353 -1.80306 -0.0043 -0.0035 0.0050 0.09
H -4.73476 -3.18092 -3.73066 -0.0001 -0.0020 -0.0063 0.09
H -2.32012 -3.64697 -3.34580 -0.0059 0.0008 -0.0007 0.09
H -1.36994 -3.47059 -1.09104 0.0465 0.0069 0.0487 0.07
```
Forces are in eV/Å.

Properties
* relative energy (zero: lowest compared OMol25 entry of this formula, charge and spin): 5.7 kcal per mole
* total charge: -2
* strongest force on any atom: 0.46 eV/A


No. 3
Here is one molecule with the formula C2H7N5 in a non-equilibrium geometry from the Open Molecules 2025 dataset. Energies are from wB97M-V/def2-TZVPD.

The geometry in XYZ format:
```
14
Properties=species:S:1:pos:R:3:forces:R:3:lowdin_charge:R:1
N 0.94966 1.30897 0.98919 0.2424 0.2152 0.2404 0.02
N -0.08766 0.58167 0.37388 -0.0932 0.1363 -0.2435 -0.22
C -0.36882 -0.64451 1.11619 -0.0417 0.0400 -0.0968 -0.16
C -0.01980 -1.73455 0.14015 -0.1765 0.4166 0.6168 -0.18
N 0.33893 -1.36587 -1.00085 -0.0828 2.4566 -0.6645 0.12
N 0.26418 0.22453 -0.98558 0.7610 -2.5508 0.5093 -0.20
N -0.64854 0.59467 -1.93810 -0.5182 0.0178 -0.4304 0.01
H 0.95674 2.24703 0.59943 -0.0267 -0.2396 0.0489 0.07
H 1.87028 0.88969 0.83019 -0.2563 -0.0127 -0.1985 0.08
H -1.42171 -0.68713 1.41628 0.1386 -0.1458 0.0543 0.11
H 0.26019 -0.69084 2.01040 -0.1561 0.0380 -0.0443 0.11
H -0.05640 -2.77876 0.40178 0.0330 -0.2858 -0.0268 0.10
H -1.61997 0.55162 -1.63472 0.1936 0.0388 0.0758 0.08
H -0.41709 1.50347 -2.31824 -0.0171 -0.1246 0.1593 0.07
```
Forces are in eV/Å.

Properties
* relative energy (zero: lowest compared OMol25 entry of this formula, charge and spin): 88.3 kcal per mole
* total charge: 0
* strongest force on any atom: 2.71 eV/A
* structure (SMILES): NN1CC=NN1N


No. 4
Here is a 2-piece molecular cluster, C5H12N2O3 overall in a non-equilibrium geometry from the Open Molecules 2025 dataset. Energies are from wB97M-V/def2-TZVPD.

The geometry in XYZ format:
```
22
Properties=species:S:1:pos:R:3:forces:R:3:lowdin_charge:R:1
C -1.97710 -0.25258 -0.07802 1.3698 -1.6450 2.6109 -0.52
C 1.63554 0.85306 0.02362 0.1272 -1.0028 -1.8854 -0.02
C 0.87851 -1.03216 -1.51830 -0.8371 0.9139 -0.5760 -0.01
C -0.65261 0.32679 -0.37763 -1.6706 3.3077 2.7137 -0.26
C 0.65648 -0.32044 -0.17959 0.0852 -0.0593 -1.0841 -0.56
N -0.71942 1.21095 1.54283 -0.8649 0.8193 -0.7808 0.00
N 0.62819 -1.26311 0.95272 0.0448 0.0074 -0.4121 0.08
O -1.96753 -1.24074 0.85314 -1.3627 -0.0182 -1.3282 0.08
O -2.94559 0.30845 -0.46330 -1.9818 0.2958 -0.7475 0.13
O -0.79490 1.32930 -1.27781 -0.0559 -0.5417 0.4190 0.05
H 1.59358 1.13557 1.03408 0.1632 0.4398 1.2113 0.05
H 2.60751 0.47209 -0.28331 0.3430 0.3910 0.1387 0.09
H 1.31535 1.69627 -0.60933 0.4656 -0.3352 0.2515 0.10
H 0.90085 -0.25666 -2.31050 -0.0320 -0.6578 0.3068 0.11
H 1.80463 -1.47192 -1.44129 2.5004 -0.9564 -0.1605 0.05
H 0.22233 -1.86612 -1.80420 -0.4198 0.5430 0.3940 0.10
H -0.82718 2.31407 1.53057 -0.0098 -2.9557 -0.4454 0.07
H -1.57427 0.81508 2.02131 1.0277 0.7961 -0.8333 0.02
H 1.36920 -1.96489 0.99454 -0.0478 0.5512 -0.5434 0.11
H -1.09964 -1.71311 0.87990 0.2880 0.7469 0.1516 0.08
H 0.71693 -0.65331 1.74710 -0.2301 -0.0290 0.7584 0.07
H -1.77086 1.57342 -1.23655 1.0977 -0.6110 -0.1593 0.15
```
Forces are in eV/Å.

Properties
* relative energy (zero: lowest compared OMol25 entry of this formula, charge and spin): 72.2 kcal per mole
* total charge: 0
* strongest force on any atom: 4.59 eV/A